The following is a quantum chemistry calculation of a molecular structure, C50H66F5MnNO2SSb2Si3Te in a non-equilibrium geometry, from the Open Molecules 2025 dataset.

Cartesian coordinates (Å):
Mn -0.40 0.30 0.43
C 6.07 0.30 3.26
C 4.80 0.28 2.46
C 4.82 0.45 1.07
C 3.66 0.43 0.33
C 3.60 0.67 -1.16
O 3.22 1.74 -1.58
C 3.94 -0.47 -2.05
C 3.76 -0.32 -3.43
C 4.07 -1.35 -4.29
C 4.57 -2.55 -3.79
C 4.75 -2.71 -2.43
C 4.43 -1.68 -1.56
C 2.41 0.25 0.96
O 1.35 0.17 0.20
C 2.36 0.15 2.37
C 3.57 0.14 3.08
C 1.10 0.11 3.09
N -0.07 0.20 2.52
C -1.27 0.19 3.36
C -1.93 -1.18 3.30
Te -3.38 -1.50 4.86
C -4.11 0.50 5.04
C -4.48 1.27 3.95
C -5.02 2.53 4.14
C -5.18 3.03 5.43
C -4.81 2.26 6.52
C -4.28 1.00 6.33
C 1.19 0.04 4.58
C 1.29 1.22 5.31
C 1.30 1.18 6.70
C 1.21 -0.04 7.36
C 1.12 -1.21 6.63
C 1.10 -1.18 5.24
H 6.95 0.18 2.63
H 6.07 -0.50 4.00
H 6.17 1.25 3.80
H 5.77 0.60 0.56
H 3.38 0.63 -3.79
H 3.93 -1.22 -5.36
H 4.82 -3.36 -4.46
H 5.14 -3.64 -2.04
H 4.58 -1.81 -0.49
H 3.54 0.03 4.15
H -1.94 0.97 2.99
H -1.03 0.43 4.40
H -2.37 -1.37 2.32
H -1.17 -1.94 3.47
H -4.36 0.89 2.94
H -5.34 3.12 3.29
H -5.61 4.01 5.58
H -4.94 2.65 7.52
H -4.01 0.39 7.18
H 1.36 2.17 4.79
H 1.37 2.10 7.26
H 1.22 -0.07 8.44
H 1.05 -2.16 7.14
H 1.02 -2.10 4.68
F 3.30 6.58 0.53
C 2.46 5.59 0.25
C 1.87 5.51 -1.00
F 2.14 6.44 -1.92
C 1.00 4.48 -1.29
F 0.44 4.43 -2.50
C 0.69 3.51 -0.34
S -0.46 2.27 -0.76
C 1.26 3.64 0.92
F 0.90 2.79 1.88
C 2.14 4.66 1.22
F 2.66 4.75 2.45
C -6.00 -0.90 -1.25
Si -4.95 -1.09 0.31
C -5.98 -0.60 1.80
C -4.36 -2.86 0.56
Sb -2.84 0.38 -0.14
Si -3.85 2.88 -0.35
C -3.49 3.58 -2.06
C -5.71 2.80 -0.02
C -2.97 3.85 1.01
Si -2.48 -0.41 -2.70
C -2.79 -2.28 -2.75
C -3.69 0.49 -3.84
C -0.69 -0.07 -3.20
H -7.02 -1.24 -1.04
H -5.62 -1.50 -2.08
H -6.05 0.14 -1.57
H -6.93 -1.13 1.75
H -6.20 0.47 1.84
H -5.50 -0.88 2.74
H -5.09 -3.57 0.17
H -4.24 -3.08 1.63
H -3.41 -3.05 0.07
H -4.30 3.40 -2.76
H -2.57 3.15 -2.47
H -3.34 4.66 -1.99
H -6.24 2.35 -0.87
H -6.11 3.80 0.12
H -5.95 2.22 0.87
H -1.91 3.93 0.76
H -3.05 3.38 1.98
H -3.37 4.87 1.08
H -3.84 -2.52 -2.62
H -2.22 -2.81 -1.99
H -2.48 -2.66 -3.73
H -4.67 0.61 -3.37
H -3.81 -0.08 -4.76
H -3.31 1.48 -4.10
H 0.01 -0.30 -2.39
H -0.55 0.98 -3.45
H -0.41 -0.67 -4.07
C -1.39 -4.68 1.86
C -1.04 -4.47 0.39
Sb 0.01 -2.59 0.03
C 1.72 -3.09 1.26
C 2.35 -4.44 0.93
C 0.92 -3.05 -1.89
C 0.69 -4.46 -2.41
H -1.93 -5.62 1.99
H -2.02 -3.88 2.24
H -0.48 -4.74 2.47
H -1.95 -4.49 -0.23
H -0.39 -5.26 0.02
H 1.39 -3.06 2.30
H 2.44 -2.29 1.13
H 1.64 -5.25 1.04
H 3.18 -4.63 1.62
H 2.75 -4.45 -0.08
H 1.98 -2.84 -1.77
H 0.53 -2.33 -2.61
H 1.14 -5.22 -1.77
H 1.13 -4.56 -3.40
H -0.38 -4.68 -2.50

Calculated values
- net charge = +1
- ΔE to the lowest compared entry with this formula, charge and spin (kcal/mol) = 6.31
- <S²> = 6.153
- orbital gap (alpha / beta) (eV) = 6.0 / 7.2
- multiplicity = 5

Results of the Löwdin charge analysis, in e, for atoms 1 through 8:
1 Mn 0.258
2 C -0.039
3 C -0.242
4 C 0.039
5 C -0.085
6 C -0.294
7 O 0.133
8 C -0.140